Record 1
Formula: C24H28N2O7
Source: OMol25
Level of theory: ωB97M-V with the def2-TZVPD basis set

Structure (XYZ):
```
61
C24H28N2O7, DFT ωB97M-V with the def2-TZVPD basis set
O 1.0925 3.3802 2.2730
C 1.1099 2.1487 2.3066
C 1.9632 1.3507 1.4083
C 2.8999 1.9321 0.4156
C 3.6550 3.0841 0.7009
C 4.5577 3.6021 -0.2372
C 4.7216 2.9780 -1.4745
O 5.5974 3.4767 -2.3953
C 3.9801 1.8382 -1.7722
C 3.0745 1.3193 -0.8408
C 1.8724 -0.0253 1.5136
O 1.0445 -0.6883 2.3925
C 0.2400 0.0468 3.2272
C -0.5917 -0.6592 4.0957
C -1.4429 0.0051 4.9675
O -2.2477 -0.7054 5.8055
C -1.4706 1.3942 4.9756
C -0.6479 2.1160 4.1171
O -0.7078 3.4742 4.1497
C 0.2184 1.4504 3.2356
H 3.5504 3.5805 1.6611
H 5.1257 4.4918 0.0095
H 6.0111 4.2847 -2.0547
H 4.1103 1.3568 -2.7359
H 2.5020 0.4380 -1.1167
H 2.4951 -0.6446 0.8719
H -0.5731 -1.7427 4.0925
H -2.7545 -0.0922 6.3603
H -2.1273 1.9411 5.6413
H -0.0669 3.7904 3.4679
C -0.9482 -4.6695 -1.2933
N 0.2536 -3.8471 -1.1622
C 0.4214 -2.5283 -1.3347
O 1.5167 -2.0507 -1.0568
C -0.6880 -1.5672 -1.8351
C -1.3353 -0.8473 -0.6339
C -2.2770 0.3217 -0.9803
C -2.8619 0.9034 0.3074
C -1.5590 1.4447 -1.7302
N -1.7424 -2.1439 -2.6838
C -1.5260 -2.6532 -3.8967
C -2.7420 -3.1256 -4.6589
O -0.4149 -2.7609 -4.3929
H -1.8171 -4.1426 -0.8975
H -1.1096 -4.9203 -2.3435
H -0.8184 -5.5968 -0.7327
H 1.0979 -4.3194 -0.8773
H -0.1583 -0.8253 -2.4345
H -1.8877 -1.5824 -0.0470
H -0.5377 -0.4568 -0.0020
H -3.1009 -0.0429 -1.5940
H -3.5592 1.7062 0.0678
H -2.0643 1.3005 0.9370
H -3.3964 0.1282 0.8561
H -1.2339 1.0956 -2.7093
H -0.6917 1.7807 -1.1599
H -2.2369 2.2857 -1.8756
H -2.6926 -2.0937 -2.3587
H -3.3563 -2.2671 -4.9222
H -3.3128 -3.8213 -4.0482
H -2.4126 -3.6265 -5.5685
```

The SMILES is O=c1c(-c2ccc(O)cc2)coc2cc(O)cc(O)c12.CNC(=O)[C@H](CC(C)C)NC(C)=O. The calculation puts the frontier orbital gap at 8.4 eV. The net charge is 0. As for the multiplicity: 1.

Atom charges from the Mulliken analysis, given in e for atoms 1 to 5:
1 O -0.934
2 C 1.691
3 C 0.435
4 C -0.374
5 C -0.627


Record 2
Formula: C24H28N4O3S
Source: OMol25
Level of theory: ωB97M-V with the def2-TZVPD basis set

Structure (XYZ):
```
60
C24H28N4O3S, DFT ωB97M-V with the def2-TZVPD basis set
C -3.2788 -4.3969 2.3159
C -1.8647 -4.9485 2.5086
C -0.8532 -4.0377 1.8739
C -0.3035 -2.9795 2.5864
C 0.5981 -2.1166 1.9959
C 0.9683 -2.2916 0.6645
N 1.8867 -1.3889 0.1126
C 2.4248 -1.3842 -1.1304
O 2.2734 -2.2320 -1.9785
C 3.4212 -0.2458 -1.3584
S 2.9095 1.3967 -0.7705
C 1.3622 1.5084 -1.6054
N 0.8683 0.3916 -1.9935
C -0.3105 0.3912 -2.6813
C -0.8526 -0.8238 -3.1107
C -2.0383 -0.8255 -3.8079
C -2.7043 0.3684 -4.0895
C -2.1815 1.5703 -3.6703
C -0.9777 1.5960 -2.9620
C -0.4152 2.8534 -2.4911
O -0.9172 3.9496 -2.6372
N 0.8097 2.7306 -1.8144
C 1.3586 3.9385 -1.2348
C 0.6168 4.2598 0.0736
N 0.6050 3.0771 0.9150
C 1.4280 3.1648 2.1045
C 1.5351 1.7701 2.7211
O 0.2729 1.2192 3.0109
C -0.5519 1.1906 1.8687
C -0.7137 2.5829 1.2614
C 0.4244 -3.3478 -0.0581
C -0.4759 -4.2034 0.5479
H -4.0117 -5.0571 2.7742
H -3.3653 -3.4123 2.7701
H -3.5073 -4.3052 1.2564
H -1.8019 -5.9416 2.0592
H -1.6586 -5.0432 3.5767
H -0.5798 -2.8281 3.6198
H 1.0124 -1.3032 2.5742
H 2.1313 -0.6141 0.7178
H 3.6261 -0.1793 -2.4264
H 4.3501 -0.4602 -0.8261
H -0.3135 -1.7306 -2.8894
H -2.4597 -1.7610 -4.1451
H -3.6324 0.3463 -4.6405
H -2.6755 2.5080 -3.8760
H 1.2151 4.7519 -1.9499
H 2.4218 3.7826 -1.0468
H 1.1091 5.1051 0.5649
H -0.4039 4.5596 -0.1775
H 2.4250 3.5082 1.8238
H 0.9989 3.8614 2.8465
H 2.0772 1.8044 3.6678
H 2.0780 1.1230 2.0144
H -1.5123 0.7915 2.1979
H -0.1263 0.5198 1.1073
H -1.3259 2.5139 0.3599
H -1.2205 3.2428 1.9876
H 0.7157 -3.4981 -1.0836
H -0.8900 -5.0213 -0.0242
```

The SMILES is CCc1ccc(NC(=O)CSc2nc3ccccc3c(=O)n2CCN2CCOCC2)cc1. The calculation puts the frontier orbital gap at 8.6 eV. The net charge is 0. As for the multiplicity: 1.

Atom charges from the Mulliken analysis, given in e for atoms 1 to 5:
1 C -1.070
2 C -1.030
3 C 0.733
4 C -0.947
5 C -0.325


Record 3
Formula: C24H28N5O5PdS3
Source: OMol25
Level of theory: ωB97M-V with the def2-TZVPD basis set

Structure (XYZ):
```
66
C24H28N5O5PdS3, DFT ωB97M-V with the def2-TZVPD basis set
Pd -1.1304 1.3019 2.1544
C -2.6983 -0.2969 4.7246
C -1.9599 0.7517 5.5355
S -0.5233 1.3843 4.6204
C -0.6441 3.1778 4.8557
C -1.9216 3.8269 4.3477
S -2.2372 3.4959 2.5828
C -3.9572 2.9044 2.5522
C -4.2718 1.6908 3.4135
S -3.1974 0.2565 3.0677
H -2.0740 -1.1727 4.5404
H -3.5974 -0.6379 5.2409
H -2.6040 1.5785 5.8257
H -1.5827 0.2976 6.4529
H -0.5178 3.3814 5.9208
H 0.2389 3.5724 4.3496
H -2.7963 3.5222 4.9189
H -1.8348 4.9092 4.4488
H -4.5968 3.7371 2.8492
H -4.1550 2.7121 1.4964
H -4.2025 1.9150 4.4754
H -5.2941 1.3655 3.2161
O 3.2027 -1.8291 -0.5553
C 2.0514 -2.4766 -0.5792
O 1.8636 -3.4198 -1.2972
C 0.9252 -1.9872 0.2821
C -0.2921 -2.6400 0.3264
N -1.1218 -1.8957 1.0708
N -0.5188 -0.7973 1.5413
C 0.7296 -0.8515 1.0870
C 1.6212 0.2786 1.4551
O 2.7660 0.3920 1.0962
O 1.0389 1.2173 2.1797
H 3.2146 -1.0660 0.0595
H -0.5933 -3.5703 -0.1292
H -2.0850 -2.0944 1.2971
C 4.9912 -4.4801 -4.9534
C 3.9250 -3.5301 -4.5751
C 4.2552 -2.2410 -4.0672
C 3.2818 -1.3597 -3.7323
C 1.9071 -1.7144 -3.8881
N 0.9880 -0.7812 -3.5133
C -0.4026 -0.8052 -3.8084
O -0.9319 -1.7158 -4.3767
N -1.0604 0.3636 -3.4816
C -0.7704 1.2886 -2.4417
C -0.3666 2.5878 -2.7296
C -0.1772 3.4773 -1.6850
C -0.4147 3.0522 -0.3912
N -0.8281 1.8096 -0.1022
C -0.9951 0.9456 -1.1118
C 1.5617 -2.9983 -4.4049
C 2.5561 -3.8649 -4.7360
H 5.8527 -4.4007 -4.2901
H 5.3492 -4.2187 -5.9588
H 4.6352 -5.5069 -4.9910
H 5.2973 -1.9710 -3.9557
H 3.5377 -0.3798 -3.3475
H 1.3681 0.1127 -3.2297
H -1.9563 0.4427 -3.9430
H -0.2149 2.8905 -3.7585
H 0.1466 4.4922 -1.8676
H -0.2652 3.7290 0.4400
H -1.3448 -0.0504 -0.8632
H 0.5269 -3.2646 -4.5356
H 2.3037 -4.8428 -5.1244
```

The calculation puts the frontier orbital gap (alpha / beta) at 8.3 / 5.0 eV. The net charge is +3. As for the multiplicity: 5.

Atom charges from the Mulliken analysis, given in e for atoms 1 to 5:
1 Pd 0.763
2 C -0.718
3 C -0.839
4 S 0.041
5 C -0.711


Record 4
Formula: C24H28N5P2Ru
Source: OMol25
Level of theory: ωB97M-V with the def2-TZVPD basis set

Structure (XYZ):
```
60
C24H28N5P2Ru, DFT ωB97M-V with the def2-TZVPD basis set
Ru -0.5552 0.0744 -0.4198
C -1.9433 4.0188 -1.6125
C -1.2953 4.8916 -0.7336
C -0.6485 4.3707 0.3559
C -0.6210 2.9716 0.5788
N -1.1517 2.1248 -0.3697
C -1.8304 2.6644 -1.3956
N -0.1436 2.5609 1.7514
C -0.1612 1.3325 2.2440
N -0.3938 0.1652 1.5248
C -0.3913 -0.9158 2.3973
N -0.5894 -2.1827 2.0791
C -1.0092 -2.7021 0.9278
C -1.1853 -4.1106 0.9127
C -1.6680 -4.7470 -0.1992
C -2.0092 -3.9744 -1.3133
C -1.8131 -2.6134 -1.2570
N -1.3042 -1.9645 -0.1963
C -0.1424 -0.4429 3.7067
C -0.0707 -1.0889 4.9468
C 0.1472 -0.3021 6.0457
C 0.3066 1.1277 5.9445
C 0.2352 1.7824 4.7452
C 0.0097 1.0000 3.6064
H -2.5164 4.3883 -2.4506
H -1.3336 5.9601 -0.8962
H -0.1830 4.9948 1.1048
H -2.3200 1.9676 -2.0640
H -0.9378 -4.6334 1.8249
H -1.8042 -5.8198 -0.2076
H -2.4242 -4.4297 -2.2009
H -2.0952 -2.0017 -2.1017
H -0.1907 -2.1597 5.0272
H 0.1937 -0.7649 7.0224
H 0.4856 1.6956 6.8479
H 0.3402 2.8552 4.6660
C 0.4916 1.4956 -3.5141
P -0.3116 0.0094 -2.8150
C -1.6051 -0.3574 -4.0631
C 0.9885 -1.2571 -3.1243
C 2.2550 -0.9504 -2.3230
P 1.8898 -0.4599 -0.5717
C 2.9598 0.9715 -0.2152
C 2.6268 -1.7904 0.4255
H 0.9103 1.2501 -4.4905
H 1.2850 1.8558 -2.8593
H -0.2390 2.2927 -3.6367
H -1.4029 -1.3111 -4.5499
H -1.6036 0.4226 -4.8228
H -2.6014 -0.3999 -3.6230
H 1.1994 -1.2625 -4.1956
H 0.5874 -2.2379 -2.8585
H 2.8176 -0.1411 -2.7915
H 2.9090 -1.8226 -2.2989
H 3.9891 0.7468 -0.4954
H 2.9093 1.1755 0.8550
H 2.6205 1.8560 -0.7535
H 3.6965 -1.8365 0.2191
H 2.1666 -2.7457 0.1725
H 2.4750 -1.5963 1.4874
```

The calculation puts the frontier orbital gap (alpha / beta) at 6.4 / 4.9 eV. The net charge is +2. As for the multiplicity: 6.

Atom charges from the Mulliken analysis, given in e for atoms 1 to 5:
1 Ru -0.253
2 C -0.763
3 C -0.423
4 C -0.498
5 C 0.365


Record 5
Formula: C24H28NO
Source: OMol25
Level of theory: ωB97M-V with the def2-TZVPD basis set

Structure (XYZ):
```
54
C24H28NO, DFT ωB97M-V with the def2-TZVPD basis set
C -5.6078 -3.3003 -0.6762
C -4.3389 -2.5191 -0.7220
C -4.3270 -1.2552 -1.3282
C -3.1683 -0.5084 -1.3640
C -1.9434 -0.9807 -0.7806
C -0.8357 -0.0993 -0.8319
C 0.5077 -0.2543 -0.3936
C 1.0629 -1.3783 0.2802
C 2.3947 -1.4140 0.6673
C 3.2293 -0.3383 0.3533
O 4.5959 -0.3932 0.6017
C 5.3898 -1.2675 -0.1546
C 6.3021 -0.6826 -1.0371
C 6.9909 -1.5000 -1.9295
C 6.8041 -2.8828 -1.9012
C 5.9474 -3.4562 -0.9620
C 5.2362 -2.6516 -0.0664
C 2.7184 0.8195 -0.2555
C 1.3959 0.8395 -0.6398
C -1.9817 -2.2863 -0.2013
C -3.1550 -3.0215 -0.1684
H -5.4552 -4.2637 -0.1855
H -6.3880 -2.7562 -0.1306
H -5.9998 -3.4844 -1.6834
H -5.2486 -0.8686 -1.7698
H -3.1627 0.4713 -1.8473
H -1.0363 0.8490 -1.3360
H 0.4582 -2.2430 0.5197
H 2.7992 -2.2794 1.1955
H 6.4128 0.4005 -1.0332
H 7.6772 -1.0396 -2.6402
H 7.3377 -3.5151 -2.6091
H 5.8173 -4.5385 -0.9124
H 4.5620 -3.0800 0.6746
H 3.3810 1.6614 -0.4495
H 0.9995 1.7193 -1.1475
H -1.0938 -2.7287 0.2330
H -3.1719 -4.0118 0.2961
C -0.8463 4.4132 3.4712
C -1.0491 3.6058 2.1979
N -2.3430 3.8385 1.5947
C -2.6405 3.1003 0.3875
C -4.0236 3.4217 -0.1585
H 0.1518 4.2339 3.8726
H -0.9494 5.4824 3.2734
H -1.5767 4.1285 4.2334
H -0.2862 3.8831 1.4553
H -0.9129 2.5299 2.4235
H -3.0849 3.7236 2.2780
H -1.8726 3.3707 -0.3538
H -2.5555 2.0074 0.5570
H -4.1923 2.8811 -1.0917
H -4.8010 3.1261 0.5524
H -4.1242 4.4919 -0.3578
```

The calculation puts the frontier orbital gap at 5.3 eV. The net charge is +1. As for the multiplicity: 1.

Atom charges from the Mulliken analysis, given in e for atoms 1 to 5:
1 C -1.448
2 C 1.178
3 C -0.717
4 C -0.710
5 C 1.145


Record 6
Formula: C24H29BF3N8O2Ti
Source: OMol25
Level of theory: ωB97M-V with the def2-TZVPD basis set

Structure (XYZ):
```
68
C24H29BF3N8O2Ti, DFT ωB97M-V with the def2-TZVPD basis set
Ti -0.8080 -0.3045 -0.5690
C -2.3494 0.9727 3.2224
C -2.1704 -0.0849 2.3427
N -1.1935 0.1848 1.4751
N -0.7296 1.4310 1.7801
C -1.4211 1.9151 2.8203
B 0.4237 2.1698 0.9998
N -0.0765 2.5930 -0.4249
C -0.1860 3.7632 -1.0597
C -0.6304 3.5430 -2.3535
C -0.7920 2.1764 -2.4411
N -0.4443 1.5915 -1.2859
N 1.5530 1.1455 0.7555
C 2.8771 1.2019 0.9500
C 3.4485 0.0628 0.4128
C 2.3833 -0.6420 -0.1322
N 1.2404 0.0139 0.0817
N 0.9172 3.3003 1.8586
C 1.5261 3.1801 3.0703
C 1.6242 4.4277 3.6231
C 1.0447 5.2761 2.6592
N 0.5946 4.5993 1.6220
H -3.0494 1.0495 4.0343
H -2.6986 -1.0219 2.2625
H -1.1893 2.8906 3.2148
H 0.0635 4.6708 -0.5407
H -0.8143 4.2814 -3.1121
H -1.1510 1.5676 -3.2545
H 3.3185 2.0486 1.4476
H 4.4890 -0.2071 0.4018
H 2.3727 -1.5830 -0.6576
H 1.8205 2.2172 3.4558
H 2.0606 4.6928 4.5695
H 0.9219 6.3465 2.6908
C -3.5964 -2.4474 -1.0766
O -2.4679 -2.2671 -0.1958
C -1.8839 -3.5452 0.0614
C -0.9882 -3.4324 1.2506
O -0.0801 -2.3702 1.0107
C 0.7138 -2.1480 2.1823
H -4.4349 -2.8477 -0.5058
H -3.3361 -3.1470 -1.8741
H -3.8641 -1.5003 -1.5270
H -1.3289 -3.8758 -0.8224
H -2.6722 -4.2782 0.2548
H -0.4549 -4.3764 1.4095
H -1.5704 -3.2193 2.1550
H 1.4200 -2.9716 2.3083
H 0.0656 -2.0826 3.0596
H 1.2530 -1.2164 2.0710
F 4.7228 -2.3822 -3.4816
C 3.4221 -2.1722 -3.2271
C 2.6676 -3.2132 -2.7172
C 1.3280 -2.9828 -2.4462
C 0.7446 -1.7351 -2.6808
C -0.6716 -1.4896 -2.2856
C 1.5377 -0.7227 -3.2193
C 2.8813 -0.9307 -3.4951
H 3.1265 -4.1772 -2.5479
H 0.7260 -3.7902 -2.0477
H -1.2642 -2.3950 -2.2654
H -1.1797 -0.7720 -2.9500
H 1.1072 0.2506 -3.4204
H 3.5045 -0.1519 -3.9119
F -3.1564 0.5622 -1.9981
C -2.7902 0.5635 -0.6547
F -2.9317 1.8388 -0.2175
H -3.5249 -0.0444 -0.1145
```

The calculation puts the frontier orbital gap at 7.5 eV. The net charge is +1. As for the multiplicity: 1.

Atom charges from the Mulliken analysis, given in e for atoms 1 to 5:
1 Ti -0.497
2 C -1.423
3 C -0.620
4 N 0.643
5 N 0.295


Record 7
Formula: C24H29BrCl49NO4
Source: OMol25
Level of theory: ωB97M-V with the def2-TZVPD basis set

Structure (XYZ):
```
108
C24H29BrCl49NO4, DFT ωB97M-V with the def2-TZVPD basis set
N -2.4794 -2.7411 -0.3572
C -2.4396 -1.9271 -1.6675
C -3.6493 -0.8354 -1.7826
C -3.3191 0.6731 -1.2728
C -1.8075 1.2281 -1.5144
C -1.0338 1.0262 -2.9421
C -1.9928 0.9989 -4.2688
O -1.3180 0.0915 -5.2558
O -2.0545 2.7105 -1.5407
C -1.9456 3.2728 -0.1707
O -2.1467 4.5690 0.0982
O -1.5569 2.1597 0.7178
C -0.7719 1.2694 -0.2010
Cl 0.7836 2.2962 -0.4355
Br -0.1620 -0.4504 0.6094
H -1.8671 -3.5726 -0.5762
H -3.4606 -3.1523 -0.3792
H -1.3617 -1.5188 -1.8517
H -2.6338 -2.7380 -2.5212
H -4.1301 -0.8508 -2.8754
H -4.5260 -1.2452 -1.0806
H -4.0812 1.4047 -1.8224
H -3.6043 0.7505 -0.1171
H -0.3231 1.9776 -3.0733
H -0.3065 0.1117 -2.8310
H -2.1050 2.0984 -4.7214
H -3.0841 0.6177 -4.0952
H -0.3491 0.0015 -5.0169
C 3.6964 -0.4714 -2.1217
Cl 4.0739 -0.2841 -0.4006
Cl 2.0821 -1.1711 -2.3319
Cl 3.8127 1.0867 -2.9573
H 4.4276 -1.1539 -2.5623
C 1.6444 4.7459 3.0257
Cl 2.2264 5.0414 4.6730
Cl 2.8137 5.3436 1.8362
Cl 1.3310 3.0198 2.7770
H 0.7060 5.2894 2.8893
C 2.2493 -2.7375 3.3083
Cl 3.7011 -3.6843 3.6763
Cl 2.6889 -1.1039 2.7813
Cl 1.2744 -3.5489 2.0711
H 1.6511 -2.6561 4.2194
C -1.1463 -6.6269 3.4209
Cl 0.4946 -6.2882 3.9973
Cl -1.4902 -5.7063 1.9465
Cl -1.3591 -8.3625 3.1344
H -1.8538 -6.3162 4.1938
C -3.7449 7.7814 1.3204
Cl -3.3674 7.9687 3.0415
Cl -5.3592 7.0817 1.1102
Cl -3.6287 9.3395 0.4848
H -3.0137 7.0989 0.8798
C 2.7190 -3.8719 -4.8918
Cl 3.0549 -4.8181 -6.3517
Cl 1.8538 -4.8553 -3.6984
Cl 4.2226 -3.2370 -4.2022
H 2.0831 -3.0269 -5.1678
C -5.7753 4.7531 4.4026
Cl -7.4818 4.3686 4.6851
Cl -4.9230 4.9677 5.9411
Cl -5.0037 3.4846 3.4356
H -5.7215 5.6917 3.8452
C -2.1855 -7.2106 -2.0109
Cl -2.4212 -8.8235 -1.3163
Cl -3.4478 -6.1010 -1.4496
Cl -0.5796 -6.5848 -1.6001
H -2.2560 -7.2904 -3.0987
C 1.4191 -6.8725 -9.4477
Cl 0.9196 -8.5377 -9.7899
Cl 0.3567 -6.1415 -8.2326
Cl 3.1059 -6.8277 -8.9069
H 1.3377 -6.2920 -10.3702
C -7.8745 1.0381 1.9845
Cl -8.6790 2.5121 1.4191
Cl -8.8681 0.2135 3.1980
Cl -7.5295 -0.0433 0.6240
H -6.9264 1.3199 2.4494
C 3.6376 5.1363 -2.6575
Cl 3.9736 4.1900 -4.1174
Cl 2.7725 4.1529 -1.4642
Cl 5.1413 5.7711 -1.9679
H 3.0017 5.9813 -2.9336
C 8.1396 2.6043 -1.8960
Cl 8.0661 4.1601 -1.0513
Cl 9.1267 1.4482 -0.9856
Cl 6.5096 1.9605 -2.1570
H 8.6072 2.7635 -2.8710
C -5.9128 -9.0119 -0.0917
Cl -5.2107 -7.9305 1.1237
Cl -7.4133 -9.7356 0.5120
Cl -6.2082 -8.1387 -1.6049
H -5.1990 -9.8152 -0.2914
C 5.4116 4.8624 6.5611
Cl 4.4524 5.8570 7.6702
Cl 5.9780 5.8302 5.1892
Cl 6.7813 4.1270 7.4112
H 4.7741 4.0616 6.1777
C 0.0909 -0.6638 6.1923
Cl 1.7318 -0.3251 6.7687
Cl -0.2530 0.2568 4.7179
Cl -0.1220 -2.3994 5.9058
H -0.6167 -0.3531 6.9652
C 8.9559 5.1298 2.8775
Cl 10.5968 5.4685 3.4540
Cl 8.6120 6.0504 1.4032
Cl 8.7431 3.3942 2.5911
H 8.2484 5.4405 3.6505
```

The calculation puts the frontier orbital gap at 9.7 eV. The net charge is 0. As for the multiplicity: 1.

Atom charges from the Mulliken analysis, given in e for atoms 1 to 5:
1 N -0.432
2 C 0.115
3 C -0.491
4 C -1.012
5 C 1.292